--- i ---
A 19-piece molecular cluster, C38H114O19 overall. Source: the Open Molecules 2025 dataset; level of theory: wB97M-V/def2-TZVPD.

```
171
Properties=species:S:1:pos:R:3
C 9.82284 13.20676 17.37148
C 10.96090 13.10512 16.21626
O 10.30311 13.31146 15.02494
H 9.38813 14.20618 17.35359
H 10.23066 13.03832 18.36817
H 9.03107 12.47192 17.22586
H 11.47025 12.14688 16.31830
H 11.75967 13.82586 16.39116
H 9.57460 12.68628 15.01958
C 20.37941 17.99943 16.66666
C 21.52789 17.05914 16.72910
O 21.19340 15.71240 16.86548
H 20.74699 18.97488 16.34805
H 19.97261 18.13592 17.66866
H 19.56656 17.64626 16.03211
H 22.24491 17.36086 17.49262
H 22.09926 17.18327 15.80920
H 20.79819 15.41086 16.04422
C 18.80280 17.18386 9.19987
C 17.49838 17.74640 9.77520
O 17.81829 18.14873 11.07666
H 18.72413 17.06612 8.11910
H 19.18312 16.27188 9.66004
H 19.55495 17.97142 9.24595
H 16.78057 16.92636 9.79536
H 17.00957 18.57764 9.26704
H 18.48976 18.82788 10.97924
C 18.48349 9.17060 14.43070
C 17.87570 9.86737 13.19816
O 18.82377 10.77624 12.63494
H 17.79933 8.44342 14.86800
H 18.75809 9.95630 15.13452
H 19.38317 8.61147 14.17366
H 17.06928 10.48884 13.58746
H 17.54009 9.06582 12.54014
H 18.41119 11.16114 11.85826
C 14.11227 12.58256 12.87538
C 13.59045 11.68088 11.73602
O 14.65376 11.55154 10.78800
H 14.90267 12.07950 13.43242
H 13.30842 12.78876 13.58208
H 14.47431 13.51502 12.44232
H 12.74430 12.06880 11.16888
H 13.23276 10.73638 12.14602
H 14.19505 11.31088 9.97976
C 15.29760 19.13740 16.58229
C 14.68476 17.76392 16.81183
O 13.65053 18.03352 17.71780
H 16.02353 19.09949 15.77008
H 15.79147 19.54597 17.46392
H 14.50468 19.81868 16.27370
H 15.27266 16.97702 17.28433
H 14.16787 17.33830 15.95174
H 14.10203 18.24670 18.53774
C 17.87094 21.25394 12.25608
C 19.29328 20.66970 12.24168
O 19.60726 20.25246 10.95114
H 17.53354 21.47708 13.26824
H 17.18611 20.58828 11.73072
H 17.76788 22.16754 11.67058
H 19.30318 19.84792 12.95768
H 19.99833 21.42006 12.59938
H 20.11514 20.95190 10.53348
C 14.56130 13.79674 17.40884
C 14.90561 12.72566 18.42630
O 16.03447 12.02176 17.93886
H 13.80925 14.47176 17.81732
H 14.27540 13.39856 16.43528
H 15.46793 14.36330 17.19638
H 14.05332 12.05416 18.53020
H 15.05010 13.24902 19.37146
H 16.05270 11.16398 18.36954
C 19.02516 13.63130 10.78590
C 17.55406 13.40466 10.77206
O 17.31124 12.06108 10.45308
H 19.39052 13.55142 9.76209
H 19.53297 12.88112 11.39208
H 19.26453 14.60002 11.22456
H 16.91340 14.06498 10.18756
H 17.19636 13.62008 11.77890
H 16.39331 11.87454 10.66334
C 15.72581 16.09637 13.19716
C 16.85441 16.86075 13.95846
O 18.04768 16.53786 13.27456
H 15.91015 15.02764 13.30640
H 15.71948 16.24729 12.11768
H 14.71385 16.23726 13.57688
H 16.81794 16.60788 15.01810
H 16.73743 17.94290 13.90050
H 18.04251 17.04353 12.45856
C 10.10709 16.90640 14.55236
C 11.53997 16.38960 14.37580
O 11.52987 15.26176 13.57696
H 9.45955 16.04258 14.70282
H 9.74413 17.32204 13.61236
H 9.99775 17.62862 15.36140
H 12.04640 16.16946 15.31556
H 12.15854 17.15148 13.90142
H 11.00202 14.62836 14.06868
C 13.66553 10.15472 15.66644
C 15.07682 9.71002 15.34284
O 15.36131 8.48919 15.94082
H 13.63694 10.13104 16.75580
H 12.91494 9.49780 15.22692
H 13.50010 11.17068 15.30790
H 15.76631 10.50376 15.63038
H 15.16238 9.72874 14.25636
H 15.46600 8.59097 16.88965
C 19.32280 12.67920 15.94420
C 18.67183 13.90906 15.27048
O 19.69707 14.77380 14.78226
H 18.50490 12.07148 16.33125
H 20.05079 12.87364 16.73182
H 19.83080 12.12762 15.15312
H 18.11261 14.51080 15.98692
H 18.03319 13.58844 14.44740
H 19.30427 15.46832 14.24844
C 13.63739 15.23308 10.04500
C 13.48233 15.48722 8.59231
O 14.11861 16.72365 8.29120
H 13.16018 15.99722 10.65858
H 14.66923 15.30560 10.38873
H 13.17925 14.28944 10.34122
H 12.44647 15.43640 8.25690
H 14.00745 14.70638 8.04220
H 14.14711 16.85150 7.34020
C 10.01831 13.68468 11.17952
C 9.38799 15.05084 10.90802
O 8.03066 15.02552 10.60356
H 9.72825 13.07560 10.32338
H 9.55993 13.16712 12.02220
H 11.10375 13.72128 11.27212
H 9.89064 15.60728 10.11694
H 9.51777 15.64976 11.80944
H 7.70414 15.92668 10.54960
C 15.10191 22.95008 16.03692
C 15.74752 24.34928 15.74854
O 16.78559 24.47024 16.66960
H 14.50911 22.95142 16.95162
H 15.86295 22.18670 16.19862
H 14.40143 22.63340 15.26418
H 14.95282 25.09030 15.83484
H 16.10205 24.38850 14.71856
H 17.14867 25.33024 16.44558
C 18.23084 16.40378 18.97765
C 17.90321 15.65796 20.29042
O 17.28882 16.60272 21.15060
H 18.63779 15.66328 18.28908
H 19.02352 17.12804 19.16527
H 17.35276 16.84540 18.50644
H 18.75919 15.27990 20.84940
H 17.22679 14.87226 19.95388
H 17.08440 16.25210 22.02058
C 14.26978 19.09574 11.40616
C 13.85895 19.60460 10.04260
O 13.05102 20.74648 10.23076
H 13.52858 18.51800 11.95838
H 14.70079 19.89134 12.01390
H 15.07514 18.36410 11.34128
H 13.33656 18.85894 9.44328
H 14.76031 19.88202 9.49606
H 12.67831 21.04104 9.39652
C 21.53106 16.13940 12.75770
C 22.14303 16.72520 11.50568
O 22.25185 15.66830 10.64236
H 22.23961 15.51000 13.29612
H 20.66541 15.50828 12.55660
H 21.19861 16.97496 13.37366
H 23.11242 17.14228 11.77850
H 21.50676 17.49488 11.06884
H 23.08045 15.21600 10.81684
```

Values from the calculation:
- HOMO: -9.2 eV
- Net charge: 0

Results of the Mulliken charge analysis, in e, for atoms 1 through 2: -1.36 0.67

--- ii ---
A 19-piece molecular cluster, C38H114O19 overall. Source: the Open Molecules 2025 dataset; level of theory: wB97M-V/def2-TZVPD.

```
171
Properties=species:S:1:pos:R:3
C -19.32761 -3.74568 -9.53295
C -20.29979 -4.79999 -9.08574
O -19.99261 -5.23344 -7.78626
H -18.32397 -4.12145 -9.39959
H -19.44772 -2.93225 -8.86852
H -19.51958 -3.44441 -10.58778
H -20.29048 -5.73109 -9.67794
H -21.31841 -4.41916 -9.13671
H -20.72687 -5.75895 -7.48638
C -18.87986 -5.19780 -1.38421
C -17.67282 -4.46826 -1.81788
O -16.50373 -5.24085 -2.20376
H -18.84808 -5.65556 -0.41596
H -19.13674 -5.94399 -2.14780
H -19.73625 -4.54260 -1.22944
H -17.28108 -3.71745 -1.18079
H -17.91395 -3.92322 -2.72385
H -16.27192 -5.81814 -1.45331
C -16.81990 -5.67570 -6.70418
C -17.82164 -6.12659 -5.73022
O -17.25774 -6.92420 -4.68004
H -16.04201 -4.98945 -6.32076
H -17.34156 -5.09560 -7.48971
H -16.30088 -6.61326 -7.10399
H -18.59198 -6.77592 -6.19838
H -18.25301 -5.22912 -5.28221
H -16.67023 -6.37439 -4.15667
C -23.81293 -6.66330 0.66064
C -22.79269 -6.87651 -0.52493
O -21.46533 -6.82981 0.00745
H -23.48094 -5.78095 1.20237
H -23.73869 -7.50191 1.32230
H -24.87530 -6.53674 0.36561
H -22.83226 -5.98697 -1.14992
H -22.88149 -7.85318 -1.00341
H -21.28187 -7.58498 0.62518
C -19.69827 -11.39396 1.64348
C -21.03793 -10.68175 1.63533
O -21.03093 -9.57642 0.77643
H -19.54525 -11.80661 0.61201
H -19.68289 -12.26206 2.31919
H -18.91654 -10.71841 1.81952
H -21.29855 -10.26582 2.62439
H -21.82289 -11.44174 1.41604
H -21.03207 -9.87933 -0.13971
C -18.12577 -10.34796 -6.30907
C -18.86713 -11.08867 -5.19247
O -20.10424 -10.39650 -4.88324
H -18.81499 -10.29760 -7.14573
H -17.26605 -10.91346 -6.62479
H -17.91567 -9.30237 -6.00934
H -18.35214 -11.23825 -4.28581
H -19.05612 -12.11766 -5.59195
H -20.85535 -10.82020 -5.31309
C -25.30097 -7.18643 -3.21183
C -26.49365 -8.12088 -2.84975
O -26.07621 -8.99125 -1.80639
H -25.14188 -6.52140 -2.37348
H -25.49033 -6.52159 -4.06268
H -24.41198 -7.78909 -3.51455
H -26.72036 -8.71666 -3.69919
H -27.35404 -7.46110 -2.59551
H -25.48789 -8.48475 -1.28154
C -24.60285 -2.98033 -2.85977
C -24.35633 -1.77247 -3.67898
O -24.66575 -1.99632 -5.06096
H -24.39537 -2.80541 -1.80016
H -23.96124 -3.78463 -3.26458
H -25.62298 -3.29396 -2.99183
H -23.24559 -1.51100 -3.52004
H -24.90652 -0.92921 -3.26746
H -25.26803 -1.33320 -5.38879
C -21.52044 -7.05740 -4.82144
C -21.83925 -7.66585 -6.16977
O -22.39199 -6.73940 -7.10304
H -20.64314 -6.36410 -4.94045
H -21.17623 -7.81125 -4.12302
H -22.42770 -6.52469 -4.50523
H -22.55806 -8.40900 -6.03643
H -20.98899 -8.13044 -6.62835
H -22.89025 -6.03811 -6.58862
C -25.55590 -9.91030 -8.42361
C -24.14541 -9.71615 -9.02046
O -23.41560 -10.88691 -8.60378
H -25.58689 -9.75928 -7.36095
H -25.86166 -10.91396 -8.71050
H -26.14101 -9.17205 -8.93305
H -23.61971 -8.86118 -8.62970
H -24.29366 -9.68534 -10.11006
H -22.60780 -10.89448 -9.10905
C -17.83503 -9.54473 -0.72343
C -17.24958 -8.58253 -1.74059
O -17.77052 -8.97879 -2.95708
H -17.43137 -10.57117 -0.83811
H -18.87168 -9.68039 -0.98217
H -17.70419 -9.29761 0.30876
H -16.14076 -8.62817 -1.66108
H -17.45766 -7.52933 -1.51746
H -17.55524 -8.40880 -3.70404
C -21.14167 -8.38324 -10.83608
C -21.23465 -9.89819 -10.93517
O -20.60135 -10.37658 -12.15355
H -21.54790 -8.07129 -9.85636
H -21.57952 -7.91552 -11.72260
H -20.08384 -8.12981 -10.80237
H -22.27064 -10.20334 -11.08823
H -20.87549 -10.39465 -10.04283
H -19.63169 -10.55176 -12.01609
C -24.55254 -6.75633 -12.26128
C -24.32855 -5.34061 -11.83081
O -25.21962 -5.07306 -10.77131
H -25.55555 -6.90654 -12.65502
H -24.39516 -7.45032 -11.46908
H -23.85990 -7.04726 -13.01642
H -24.46504 -4.71634 -12.70974
H -23.31902 -5.15830 -11.46921
H -24.88884 -4.31820 -10.27533
C -17.21354 -7.72724 -10.13525
C -17.30830 -8.88528 -11.23984
O -18.15650 -9.93102 -10.75959
H -16.55921 -6.91086 -10.44381
H -16.92719 -8.20327 -9.20971
H -18.16496 -7.28613 -9.92879
H -16.36303 -9.31004 -11.53642
H -17.83033 -8.54339 -12.13997
H -17.66765 -10.36016 -10.05018
C -21.98094 -1.27542 -8.95163
C -23.30467 -2.05898 -8.60690
O -23.98871 -2.45088 -9.84291
H -21.32125 -1.83916 -9.64066
H -21.36864 -1.11238 -8.05403
H -22.35068 -0.32793 -9.35186
H -24.00186 -1.48266 -8.02488
H -23.09787 -3.01683 -8.15461
H -23.79494 -1.90034 -10.60166
C -24.16370 -12.85024 -5.97987
C -22.66045 -12.92744 -6.18911
O -22.01179 -11.69096 -6.32685
H -24.69454 -13.80727 -6.08870
H -24.56525 -12.19202 -6.77760
H -24.41055 -12.41487 -5.00033
H -22.52295 -13.45707 -7.11117
H -22.09903 -13.39074 -5.39232
H -22.61779 -11.18647 -6.93145
C -19.63633 -1.06316 -4.85252
C -20.28580 -2.36604 -5.25094
O -19.63849 -2.75717 -6.45526
H -20.02590 -0.56113 -3.92849
H -19.57313 -0.32574 -5.69990
H -18.62182 -1.27951 -4.51376
H -21.36790 -2.27693 -5.36593
H -20.05529 -3.15475 -4.50488
H -19.72838 -3.74287 -6.63344
C -25.59264 -6.22339 -7.10125
C -25.47204 -4.92471 -6.31498
O -24.07979 -4.57222 -6.17718
H -25.22730 -7.09067 -6.57700
H -24.93876 -6.08203 -7.95086
H -26.63811 -6.33433 -7.43215
H -25.86090 -5.03738 -5.30034
H -25.99833 -4.14444 -6.86781
H -24.12620 -3.64037 -5.80103
C -23.22028 -11.39014 -1.64687
C -22.31502 -10.86424 -2.80832
O -21.16092 -10.36570 -2.25062
H -22.82927 -12.24017 -1.11022
H -24.21911 -11.67074 -2.01909
H -23.38526 -10.58024 -0.96665
H -22.81968 -10.13898 -3.42042
H -22.06556 -11.73483 -3.43524
H -20.61431 -10.04970 -2.99497
```

Values from the calculation:
- HOMO: -9.4 eV
- Net charge: 0

Results of the Mulliken charge analysis, in e, for atoms 1 through 2: -1.68 0.88

Least stable = i

--- i ---
A 4-piece molecular cluster, C8H16Cl8 overall. Source: the Open Molecules 2025 dataset; level of theory: wB97M-V/def2-TZVPD.

```
32
Properties=species:S:1:pos:R:3
Cl -0.23319 -2.63058 4.40077
C -1.04298 -4.06818 3.73689
C -2.10485 -3.67866 2.69474
Cl -3.54559 -3.01256 3.57763
H -1.48990 -4.65425 4.53993
H -0.34971 -4.70078 3.18254
H -2.38516 -4.58359 2.15564
H -1.77189 -3.02527 1.88832
Cl -1.20665 3.25620 -0.71572
C -0.78954 1.72163 0.13094
C 0.66675 1.70639 0.55672
Cl 1.86668 1.50368 -0.77946
H -0.92724 0.94495 -0.62134
H -1.47331 1.59803 0.97075
H 0.99990 0.91775 1.23138
H 0.78667 2.64670 1.09480
Cl -5.28301 3.63945 -4.00812
C -4.49561 4.68176 -5.23302
C -4.19001 6.02888 -4.49108
Cl -4.71845 7.41069 -5.42373
H -5.11446 4.89699 -6.10411
H -3.58175 4.14912 -5.49615
H -3.10883 6.13324 -4.40029
H -4.51942 6.02910 -3.45204
Cl 3.96674 -3.60193 0.46919
C 5.33563 -3.10268 1.48513
C 6.68204 -3.60061 1.05096
Cl 7.91465 -3.09409 2.23890
H 5.23997 -3.55563 2.47194
H 5.24673 -2.03513 1.68644
H 6.98689 -3.23156 0.07169
H 6.63893 -4.68906 1.08976
```

Values from the calculation:
- SMILES: ClCCCl.ClCCCl.ClCCCl.ClCCCl
- HOMO: -10.6 eV
- Net charge: 0

Results of the natural (NBO) charge analysis, in e, for atoms 1 through 2: -0.05 -0.39

--- ii ---
A 4-piece molecular cluster, C8H16Cl8 overall. Source: the Open Molecules 2025 dataset; level of theory: wB97M-V/def2-TZVPD.

```
32
Properties=species:S:1:pos:R:3
Cl -14.13319 -19.69757 -30.37225
C -13.33094 -18.21861 -30.84058
C -14.21838 -17.41452 -31.76879
Cl -13.49014 -15.83943 -32.23926
H -12.34198 -18.45263 -31.23465
H -13.16469 -17.71489 -29.88835
H -15.19556 -17.22157 -31.32608
H -14.24982 -17.87048 -32.75834
Cl -12.07696 -23.56162 -14.32014
C -11.97380 -25.19441 -15.06216
C -13.13442 -25.27774 -16.08659
Cl -12.90961 -24.36757 -17.52035
H -11.91380 -25.86003 -14.20110
H -10.93398 -25.20172 -15.38901
H -14.04875 -24.94202 -15.59733
H -13.43116 -26.28062 -16.39364
Cl -15.53093 -16.57506 -12.57339
C -14.16239 -16.04458 -13.43789
C -13.68751 -16.99182 -14.47762
Cl -14.97081 -17.25707 -15.73183
H -13.33583 -15.98290 -12.73001
H -14.45779 -15.07212 -13.83180
H -13.45941 -17.96248 -14.03729
H -12.84156 -16.68337 -15.09189
Cl -11.37135 -17.90677 -20.92836
C -11.85723 -18.84737 -22.38588
C -13.13989 -18.44006 -23.06682
Cl -13.22110 -16.69807 -23.36749
H -11.89980 -19.89504 -22.08810
H -10.99181 -18.86711 -23.04826
H -13.98902 -18.77991 -22.47388
H -13.20038 -19.01403 -23.99148
```

Values from the calculation:
- SMILES: ClCCCl.ClCCCl.ClCCCl.ClCCCl
- HOMO: -10.6 eV
- Net charge: 0

Results of the natural (NBO) charge analysis, in e, for atoms 1 through 2: -0.04 -0.41

Least stable = ii